1.
4 unconnected molecules or ions with the total composition C71H72BrFNO12P. Source: the OMol25 dataset; level of theory: wB97M-V/def2-TZVPD.

```
159
Properties=species:S:1:pos:R:3
C -5.542 8.497 -1.073
C -5.387 7.697 0.243
C -5.980 6.287 0.189
C -5.186 5.318 -0.691
C -5.987 4.038 -0.982
C -5.213 3.138 -1.967
C -4.152 2.196 -1.360
O -3.386 2.747 -0.291
C -3.875 2.591 0.997
F -3.673 3.828 1.607
C -3.093 1.581 1.861
Br -1.183 1.691 1.458
C -3.389 1.927 3.365
C -2.300 2.700 4.110
P -4.824 0.471 -1.001
N -6.238 0.457 -0.295
C -3.076 1.964 -2.487
C -3.710 1.457 -3.806
C -3.670 2.521 -4.941
O -4.755 2.259 -5.844
C -5.613 3.316 -6.019
C -5.959 3.578 -7.466
O -6.069 3.945 -5.088
O -2.147 1.112 -1.883
C -0.932 0.802 -2.536
C -0.406 1.784 -3.594
C 1.145 1.681 -3.696
C 1.820 3.008 -4.067
C 2.981 3.352 -3.168
O 3.427 2.633 -2.305
O 3.561 4.587 -3.416
C -0.912 -0.621 -3.129
C -1.242 -1.708 -2.121
C -1.138 -1.547 -0.759
C -1.427 -2.617 0.052
C -1.804 -3.818 -0.468
C -1.920 -4.000 -1.826
C -2.307 -5.317 -2.445
C -1.633 -2.922 -2.630
H -6.309 8.094 -1.737
H -4.587 8.616 -1.587
H -5.854 9.514 -0.818
H -5.952 8.246 1.004
H -4.344 7.731 0.567
H -6.971 6.381 -0.271
H -6.087 5.904 1.208
H -5.068 5.822 -1.661
H -4.177 5.129 -0.323
H -6.337 3.533 -0.079
H -6.884 4.375 -1.512
H -4.736 3.801 -2.690
H -5.942 2.536 -2.514
H -4.949 2.413 1.066
H -3.456 0.566 1.729
H -4.373 2.383 3.464
H -3.467 0.958 3.870
H -1.437 2.073 4.317
H -2.717 2.963 5.091
H -2.039 3.647 3.642
H -3.807 -0.165 -0.262
H -4.947 -0.268 -2.197
H -6.591 1.398 -0.166
H -2.714 2.984 -2.688
H -3.179 0.596 -4.214
H -4.753 1.156 -3.731
H -2.750 2.342 -5.502
H -3.661 3.540 -4.556
H -6.843 4.207 -7.495
H -5.094 4.005 -7.974
H -6.156 2.607 -7.927
H -0.164 0.772 -1.756
H -0.628 2.834 -3.391
H -0.803 1.523 -4.580
H 1.559 1.272 -2.772
H 1.367 0.934 -4.462
H 2.254 2.894 -5.067
H 1.126 3.847 -4.144
H 4.430 4.447 -3.813
H -1.485 -0.702 -4.055
H 0.138 -0.778 -3.411
H -0.812 -0.590 -0.378
H -1.313 -2.484 1.122
H -2.005 -4.671 0.172
H -2.717 -5.214 -3.447
H -1.389 -5.909 -2.550
H -2.945 -5.876 -1.761
H -1.701 -3.052 -3.708
O 7.474 2.617 -0.133
C 7.202 2.097 0.930
C 8.280 1.636 1.849
C 9.609 1.825 1.491
C 10.620 1.437 2.354
C 10.309 0.859 3.580
C 8.987 0.652 3.935
C 7.969 1.034 3.070
C 6.554 0.791 3.459
O 6.289 0.219 4.498
C 5.476 1.270 2.553
C 4.148 1.084 2.917
C 3.135 1.553 2.098
C 3.444 2.211 0.911
C 4.766 2.387 0.537
C 5.786 1.914 1.352
H 9.850 2.280 0.540
H 11.655 1.590 2.074
H 11.100 0.568 4.259
H 8.745 0.198 4.887
H 3.909 0.576 3.842
H 2.100 1.411 2.385
H 2.652 2.585 0.276
H 5.000 2.895 -0.387
O 9.776 1.939 7.903
C 9.110 1.520 8.828
C 9.744 1.190 10.134
C 11.110 1.387 10.297
C 11.706 1.120 11.518
C 10.940 0.656 12.583
C 9.582 0.443 12.421
C 8.980 0.703 11.196
C 7.520 0.451 11.032
O 6.868 -0.024 11.940
C 6.883 0.799 9.734
C 5.518 0.605 9.572
C 4.907 0.954 8.378
C 5.657 1.501 7.344
C 7.021 1.685 7.496
C 7.641 1.331 8.686
H 11.703 1.753 9.470
H 12.769 1.278 11.644
H 11.406 0.460 13.540
H 8.987 0.077 13.246
H 4.934 0.183 10.379
H 3.842 0.804 8.254
H 5.178 1.781 6.416
H 7.604 2.107 6.688
O -3.624 -8.204 -4.057
C -4.028 -8.969 -4.908
C -4.646 -8.456 -6.162
C -4.740 -7.084 -6.363
C -5.278 -6.593 -7.541
C -5.724 -7.471 -8.524
C -5.648 -8.838 -8.322
C -5.115 -9.336 -7.139
C -5.056 -10.809 -6.928
O -5.512 -11.573 -7.754
C -4.420 -11.322 -5.684
C -4.323 -12.693 -5.485
C -3.705 -13.185 -4.347
C -3.180 -12.308 -3.403
C -3.286 -10.940 -3.591
C -3.909 -10.441 -4.728
H -4.388 -6.403 -5.600
H -5.347 -5.525 -7.697
H -6.133 -7.085 -9.449
H -5.999 -9.521 -9.083
H -4.727 -13.374 -6.221
H -3.627 -14.254 -4.196
H -2.689 -12.694 -2.519
H -2.881 -10.258 -2.856
```

electronic energy	-182904.23611	eV
net charge	0
Kohn-Sham gap	7.46	eV
energy above the lowest of the compared OMol25 structures with the same formula, charge and spin	0.0	kJ/mol

2.
A molecular structure, C71H80AlAsFN5O3Sb. Source: the OMol25 dataset; level of theory: wB97M-V/def2-TZVPD.

```
163
Properties=species:S:1:pos:R:3
Al -0.421 0.193 0.259
C 2.917 2.369 6.379
C 3.766 2.549 5.124
C 5.208 2.104 5.311
C 5.285 0.596 5.526
C 4.545 -0.133 4.431
C 4.857 -1.433 4.118
C 4.182 -2.090 3.093
F 4.525 -3.353 2.815
C 3.210 -1.484 2.363
C 2.868 -0.166 2.669
C 1.794 0.473 1.946
O 1.244 -0.163 1.035
C 1.463 1.795 2.308
C 2.172 2.402 3.300
N 3.169 1.822 3.981
C 3.530 0.512 3.700
C 0.294 2.549 1.711
O 0.210 3.750 1.902
O -0.550 1.816 1.070
H 3.354 2.924 7.212
H 2.838 1.316 6.655
H 1.906 2.743 6.205
H 3.762 3.602 4.852
H 5.640 2.642 6.155
H 5.776 2.371 4.416
H 4.865 0.331 6.501
H 6.326 0.271 5.533
H 5.635 -1.952 4.667
H 2.689 -1.998 1.563
H 1.926 3.424 3.571
C -2.226 2.456 -1.501
C -1.550 1.893 -2.730
C -1.835 2.496 -3.955
C -1.323 2.027 -5.158
C -0.526 0.887 -5.109
C -0.207 0.260 -3.915
C 0.584 -1.015 -3.972
C -0.646 0.769 -2.635
N -0.228 0.219 -1.466
H -3.216 2.846 -1.757
H -1.653 3.265 -1.033
H -2.349 1.694 -0.734
H -2.498 3.361 -3.962
H -1.550 2.521 -6.099
H -0.135 0.469 -6.038
H 1.342 -0.988 -4.762
H -0.077 -1.872 -4.176
H 1.063 -1.191 -3.016
C 5.884 2.728 -2.529
C 6.290 1.741 -1.458
C 7.597 1.794 -0.964
C 8.042 0.940 0.036
C 7.168 0.006 0.572
C 5.868 -0.060 0.084
C 5.405 0.779 -0.937
Sb 3.304 0.293 -1.412
C 2.908 1.455 -3.191
C 3.265 1.063 -4.477
C 2.931 1.843 -5.580
C 2.203 3.010 -5.399
C 1.810 3.386 -4.123
C 2.147 2.621 -3.010
C 1.661 3.036 -1.642
C 4.020 -1.522 -2.375
C 5.126 -1.483 -3.225
C 5.530 -2.602 -3.943
C 4.828 -3.791 -3.802
C 3.768 -3.861 -2.911
C 3.359 -2.747 -2.175
C 2.285 -2.927 -1.122
H 6.680 3.455 -2.702
H 4.979 3.270 -2.249
H 5.665 2.227 -3.473
H 8.282 2.528 -1.377
H 9.063 1.006 0.395
H 7.489 -0.667 1.361
H 5.193 -0.805 0.507
H 3.800 0.138 -4.638
H 3.229 1.530 -6.575
H 1.911 3.611 -6.254
H 1.203 4.276 -3.988
H 1.099 3.970 -1.691
H 2.494 3.178 -0.941
H 0.995 2.261 -1.232
H 5.692 -0.561 -3.323
H 6.380 -2.541 -4.612
H 5.114 -4.666 -4.374
H 3.245 -4.804 -2.773
H 2.761 -3.031 -0.139
H 1.705 -3.836 -1.303
H 1.587 -2.086 -1.061
C 3.243 -5.087 5.106
C 2.267 -4.066 4.579
C 1.847 -2.995 5.354
C 0.917 -2.075 4.883
C 0.510 -0.945 5.805
C 0.360 -2.225 3.597
As -0.889 -0.752 3.125
N -1.455 -0.944 1.376
C -2.648 -1.632 1.073
C -3.528 -1.120 0.104
C -4.744 -1.727 -0.162
C -5.125 -2.887 0.506
C -4.253 -3.428 1.441
C -3.037 -2.814 1.717
C -2.545 -1.059 4.180
C -3.403 0.064 4.139
C -3.103 1.298 3.316
C -4.578 0.067 4.884
C -4.941 -1.004 5.685
C -6.216 -0.989 6.489
C -4.094 -2.099 5.716
C -2.910 -2.154 4.983
C -2.128 -3.441 5.129
C 0.836 -3.265 2.772
C 0.417 -3.479 1.332
C 1.763 -4.168 3.290
H 3.573 -4.837 6.116
H 4.126 -5.154 4.463
H 2.784 -6.077 5.136
H 2.256 -2.868 6.355
H 1.155 -0.921 6.686
H -0.523 -1.054 6.147
H 0.571 0.020 5.296
H -3.227 -0.226 -0.434
H -5.408 -1.287 -0.898
H -6.078 -3.357 0.302
H -4.524 -4.336 1.973
H -2.373 -3.249 2.452
H -2.922 1.061 2.270
H -2.211 1.809 3.681
H -3.934 1.999 3.363
H -5.225 0.937 4.835
H -6.779 -0.072 6.312
H -6.006 -1.059 7.559
H -6.854 -1.836 6.224
H -4.366 -2.962 6.321
H -2.821 -4.277 5.244
H -1.494 -3.414 6.020
H -1.483 -3.649 4.286
H 0.120 -2.557 0.847
H -0.426 -4.169 1.259
H 1.245 -3.920 0.773
H 2.116 -4.973 2.648
C -4.809 -3.174 -3.522
C -3.625 -2.462 -4.192
C -2.741 -3.485 -4.897
C -4.138 -1.445 -5.207
N -2.804 -1.693 -3.254
N -2.102 -2.393 -2.257
H -5.372 -3.760 -4.256
H -5.487 -2.441 -3.072
H -4.471 -3.852 -2.731
H -3.256 -3.893 -5.773
H -2.484 -4.317 -4.236
H -1.816 -3.002 -5.229
H -4.762 -1.936 -5.961
H -3.294 -0.948 -5.695
H -4.738 -0.675 -4.709
H -3.354 -0.974 -2.799
H -1.261 -2.779 -2.655
H -2.645 -3.125 -1.804
```

electronic energy	-165216.30767	eV
net charge	-1
Kohn-Sham gap	4.43	eV
energy above the lowest of the compared OMol25 structures with the same formula, charge and spin	0.0	kJ/mol

> Among the records above, which one has the highest net charge?

C71H72BrFNO12P